1.
The following is a quantum chemistry calculation of a molecular structure, C11H9N4O9Pd, from the Open Molecules 2025 dataset.

Computed properties:
Electronic energy in eV: -39417.798
HOMO energy in eV: -5.228
Energy above the lowest of the compared OMol25 structures with the same formula, charge and spin in eV: 0.2093
Orbital gap in Ha: 0.229
Charge: -1

```
34
Properties=species:S:1:pos:R:3:forces:R:3
Pd -0.574 0.205 2.117 -0.397 0.473 -0.306
N -0.453 2.859 1.809 -0.125 -0.051 -0.258
C 0.463 3.135 2.902 0.082 -0.091 0.030
C 0.412 2.100 4.033 0.240 0.016 -0.197
O 0.440 2.494 5.194 0.073 0.077 0.018
N 0.491 0.792 3.658 -0.329 0.216 0.435
C 0.215 -0.163 4.741 0.137 -0.245 -0.187
C -0.860 -1.062 4.091 0.325 0.103 -0.427
O -0.629 -2.224 3.786 -0.392 -0.147 0.810
O -1.879 -0.328 3.692 0.363 -0.330 -0.482
H -1.383 3.224 1.949 0.003 0.003 0.148
H -0.110 3.179 0.915 0.044 0.014 0.007
H 1.476 3.088 2.495 0.025 0.024 0.050
H 0.334 4.116 3.368 -0.037 -0.041 -0.003
H 1.098 -0.759 4.975 0.003 0.055 0.016
H -0.134 0.375 5.620 -0.090 -0.152 0.075
O 0.710 0.198 0.256 0.064 0.045 0.149
C -0.275 -0.293 -0.339 -0.126 -0.028 -0.148
O -1.411 -0.437 0.185 0.200 0.019 0.246
C -0.095 -0.747 -1.765 -0.160 0.009 -0.106
C 1.179 -0.966 -2.273 -0.165 0.024 -0.126
C 1.302 -1.394 -3.585 0.258 -0.013 -0.079
C 0.226 -1.602 -4.427 -0.049 0.123 0.375
C -1.021 -1.362 -3.878 -0.196 0.001 -0.106
C -1.214 -0.949 -2.569 0.307 -0.101 -0.033
N -2.206 -1.563 -4.746 0.094 -0.063 0.100
O -3.297 -1.333 -4.271 0.011 0.029 -0.012
O -2.009 -1.955 -5.880 -0.008 0.030 -0.003
N 2.661 -1.638 -4.129 -0.084 -0.018 0.128
O 2.746 -2.010 -5.282 -0.007 0.015 -0.027
O 3.603 -1.458 -3.387 -0.034 0.014 -0.040
H 2.044 -0.799 -1.650 0.028 -0.007 0.005
H 0.354 -1.930 -5.445 -0.016 -0.006 -0.019
H -2.201 -0.795 -2.160 -0.044 0.001 -0.029
```
Positions in Å, forces in eV/Å.


2.
The following is a quantum chemistry calculation of a molecular structure, C5H10N2, from the Open Molecules 2025 dataset.

Computed properties:
Electronic energy in eV: -8322.420
HOMO energy in eV: -8.601
Energy above the lowest of the compared OMol25 structures with the same formula, charge and spin in eV: 4.9137
Orbital gap in Ha: 0.354

```
17
Properties=species:S:1:pos:R:3:forces:R:3
C -2.000 -0.224 0.155 -0.039 -0.113 0.231
C -1.169 -0.059 -1.087 0.540 -0.484 0.424
N 0.070 1.040 -1.207 0.345 1.047 -0.551
C 0.397 -0.262 -0.865 -1.403 0.277 -0.203
C 1.015 -0.535 0.504 -0.512 -0.037 -0.150
C 2.235 0.214 0.912 0.166 -0.059 -0.170
N 0.938 0.518 1.504 -0.233 0.224 0.032
H -3.058 0.005 0.008 0.136 0.012 -0.097
H -1.607 0.409 0.952 -0.076 -0.118 -0.032
H -1.903 -1.264 0.461 -0.197 -0.062 0.260
H -1.508 -0.511 -2.020 0.139 0.013 0.183
H -1.222 1.157 -1.381 1.158 -0.751 0.323
H 0.760 -0.951 -1.630 0.256 0.126 -0.202
H 0.880 -1.545 0.882 -0.009 0.030 -0.013
H 2.951 -0.235 1.599 -0.155 -0.022 -0.214
H 2.668 0.914 0.200 -0.152 -0.046 0.062
H 0.553 1.329 1.013 0.035 -0.040 0.118
```
Positions in Å, forces in eV/Å.